{"formula": "C9H8ClI2N3S", "method": "ωB97M-V/def2-TZVPD", "fmax_ev_per_a": 4.304, "gap_ha": 0.268, "homo_energy_ev": -8.452, "e_lumo_ev": -1.1710, "symbols": ["C", "C", "Cl", "C", "C", "C", "I", "C", "N", "C", "I", "C", "N", "S", "N", "C", "H", "H", "H", "H", "H", "H", "H", "H"], "xyz": [[3.3089, -0.0011, 0.2060], [2.2453, 1.1755, 0.0722], [1.4211, 1.2711, 1.7271], [1.2228, 0.9547, -1.1234], [-0.1197, 0.2928, -0.5963], [-1.2799, 1.0421, -0.1553], [-1.1832, 3.1904, -0.2537], [-2.5159, 0.3004, 0.3808], [-3.6871, 1.0088, 0.8738], [-2.4985, -1.1553, 0.4003], [-4.2669, -2.1642, 1.1142], [-1.3495, -2.0030, -0.0514], [-1.1997, -3.3457, -0.1140], [0.3306, -3.7001, -0.7386], [0.8127, -2.1091, -0.9451], [-0.1405, -1.2111, -0.5721], [4.2000, 0.1439, -0.4617], [2.8503, -1.0168, 0.0814], [3.6871, 0.0548, 1.2663], [2.7355, 2.1778, -0.0596], [1.6278, 0.2023, -1.8665], [0.9704, 1.8801, -1.7017], [-3.5537, 1.0088, 1.8987], [-3.6181, 2.0029, 0.6182]], "forces_ev_per_angstrom": [[-0.02, 0.66, 0.86], [0.63, -0.46, -0.49], [0.30, 0.16, -0.83], [-1.30, -1.09, 0.33], [-0.98, 0.59, -0.03], [1.30, -3.04, -0.55], [-0.33, -1.25, 0.18], [1.27, -1.85, -0.72], [2.00, -0.10, 0.25], [-0.02, 1.41, -0.08], [1.05, 0.50, -0.38], [0.90, 1.48, -0.57], [0.44, 1.50, -0.10], [-1.96, 3.75, 0.77], [-0.50, 0.75, 0.08], [-1.14, -2.26, 0.73], [-1.03, -0.16, 0.33], [0.33, 1.08, -0.14], [-0.21, -0.11, -1.13], [-0.37, -1.11, 0.25], [-0.11, 0.90, 0.95], [0.35, -0.68, 0.80], [-0.60, -0.12, -0.48], [0.00, -0.54, -0.07]]}

---

{"formula": "C9H8ClN2O2", "method": "ωB97M-V/def2-TZVPD", "fmax_ev_per_a": 4.649, "de_lowest_kcal_mol": 6.9, "gap_ha": 0.311, "total_charge": 1, "homo_energy_ev": -13.564, "e_lumo_ev": -5.1017, "symbols": ["C", "C", "C", "C", "C", "C", "C", "C", "C", "N", "N", "O", "O", "Cl", "H", "H", "H", "H", "H", "H", "H", "H"], "xyz": [[-2.9102, -0.7525, -0.1706], [0.9055, 0.9382, 1.3755], [0.4212, 0.1698, -0.9042], [2.2103, 0.4026, 1.2394], [1.7427, 0.0409, -1.1282], [0.0277, 0.6916, 0.3394], [2.6156, -0.0092, -0.0279], [-3.9359, -1.6658, -0.4551], [-1.4196, 1.1438, 0.5058], [-2.3339, 0.1384, 0.2905], [3.9877, -0.3849, -0.2503], [4.7905, -0.2966, 0.7024], [4.3098, -0.7632, -1.3885], [-1.7537, 2.6348, -0.6767], [0.7785, 1.3716, 2.3404], [-0.2894, 0.0704, -1.6010], [2.9488, 0.4644, 2.1323], [2.2778, -0.1939, -2.1400], [-4.8396, -1.1716, -0.5119], [-3.9141, -2.0363, -1.4664], [-3.9117, -2.4666, 0.2500], [-1.7080, 1.6740, 1.5450]], "forces_ev_per_angstrom": [[0.61, 2.54, 1.54], [1.88, -1.74, -0.40], [1.19, 1.48, 3.10], [1.10, 0.78, 0.75], [3.16, -1.94, -1.86], [-1.15, 0.61, 0.70], [-1.18, 1.00, 0.71], [0.88, -1.50, -1.20], [0.66, 4.19, 1.90], [-1.09, -2.30, -1.99], [3.17, -0.60, -0.23], [-1.81, -0.17, -1.70], [-0.66, 0.59, 1.78], [0.04, -1.82, 0.99], [-1.12, 0.42, 0.31], [-2.30, -0.33, -2.88], [-1.34, -0.27, -1.90], [-1.55, 0.36, 1.88], [-2.14, 1.40, 0.72], [0.77, -0.54, -0.47], [-0.16, -0.64, 0.50], [1.04, -1.52, -2.27]]}

---

{"formula": "C9H8ClNOS", "method": "ωB97M-V/def2-TZVPD", "fmax_ev_per_a": 5.523, "spin_multiplicity": 3, "gap_ha": [0.268, 0.243], "homo_energy_ev": [-7.045, -9.059], "e_lumo_ev": [0.2570, -2.4547], "symbols": ["C", "C", "C", "C", "C", "C", "C", "C", "C", "N", "O", "S", "Cl", "H", "H", "H", "H", "H", "H", "H", "H"], "xyz": [[2.6805, 0.9518, -0.3066], [2.6808, -0.1355, -1.1560], [1.4877, 1.2384, 0.3504], [1.6605, -1.0540, -1.0096], [0.3299, 0.4415, 0.3775], [0.4822, -0.7940, -0.1827], [-2.2670, 1.2056, 0.2925], [-0.9364, 1.0133, 1.1685], [-0.5959, -1.7481, -0.2446], [-2.8468, -0.0032, 0.1337], [-2.4501, 2.3151, -0.0474], [-1.7798, -1.7594, 0.9170], [-4.1698, -0.1328, -0.9464], [3.6213, 1.4430, -0.1344], [3.5372, -0.3337, -1.7276], [1.4864, 2.1347, 1.0276], [1.7456, -1.9530, -1.6663], [-1.0037, 0.5394, 2.1426], [-0.5914, 2.0644, 1.3498], [-0.5566, -2.5874, -0.9772], [-2.5147, -2.8461, 0.6393]], "forces_ev_per_angstrom": [[-0.96, 0.01, 0.30], [-1.11, -1.00, 1.36], [0.32, 1.69, 1.71], [-0.51, -0.23, -0.96], [0.00, 2.07, 1.67], [-0.35, -2.31, -2.69], [3.91, -2.96, 2.55], [1.99, 0.85, -1.26], [2.49, -0.76, -2.63], [-1.88, 1.33, -0.94], [-2.00, 2.28, -1.65], [-1.41, -0.69, 2.93], [0.30, -0.11, 0.09], [-0.15, 0.77, 0.00], [0.89, -0.45, -0.88], [-0.07, -0.77, -0.87], [-0.51, 0.56, 0.93], [-0.42, -0.30, -0.01], [-0.69, -0.87, 0.03], [0.11, 0.77, 0.82], [0.06, 0.11, -0.49]]}

---

{"formula": "C9H8FN", "method": "ωB97M-V/def2-TZVPD", "fmax_ev_per_a": 3.817, "de_lowest_kcal_mol": 41.8, "gap_ha": 0.308, "homo_energy_ev": -7.997, "e_lumo_ev": 0.3850, "symbols": ["C", "C", "C", "C", "C", "C", "C", "C", "C", "N", "F", "H", "H", "H", "H", "H", "H", "H", "H"], "xyz": [[2.7645, 0.7595, -0.0973], [1.7427, 1.7708, 0.0155], [2.6208, -0.5866, -0.1682], [1.5183, -1.5611, -0.0556], [-1.0851, -1.1560, -0.1772], [-1.4434, 0.1386, 0.0239], [0.5536, 1.3074, 0.2649], [0.1738, -1.7471, -0.0260], [-2.7889, 0.5229, -0.4458], [-0.5872, 1.0085, 0.4440], [-0.0328, -3.1507, -0.0638], [3.6020, 1.2401, -0.3755], [1.9531, 2.8005, -0.0934], [3.6503, -0.9566, -0.4433], [2.0214, -2.5294, -0.0485], [-1.8389, -1.9484, -0.5410], [-3.1893, -0.3702, -0.9294], [-2.7778, 1.3938, -1.0337], [-3.4334, 0.8925, 0.4341]], "forces_ev_per_angstrom": [[-3.56, -0.18, 0.14], [0.74, -1.64, 0.58], [0.70, 0.05, -0.35], [2.27, 0.76, 0.11], [-1.06, -1.10, -0.41], [-2.01, -2.61, -1.92], [-1.22, 1.48, 0.22], [1.00, -1.79, -0.43], [-1.51, 0.10, 2.76], [1.87, 1.24, 1.12], [-0.23, 0.55, 0.16], [3.51, 0.75, -0.69], [0.02, 0.81, -0.20], [-1.51, -0.65, 0.53], [-0.45, 0.01, 0.03], [1.06, 1.71, 0.76], [-0.46, 0.63, 0.02], [0.23, 0.88, -1.38], [0.61, -0.98, -1.07]]}

---

{"formula": "C9H8INOP", "method": "ωB97M-V/def2-TZVPD", "fmax_ev_per_a": 1.208, "gap_ha": 0.282, "total_charge": 1, "homo_energy_ev": -12.767, "e_lumo_ev": -5.0799, "symbols": ["O", "P", "C", "C", "C", "C", "N", "C", "C", "C", "C", "C", "I", "H", "H", "H", "H", "H", "H", "H", "H"], "xyz": [[-3.8958, 1.4432, -1.3233], [-3.5292, 0.5191, -0.2323], [-1.7376, 0.0117, -0.2763], [-0.8596, 0.9029, 0.3006], [0.5246, 0.5358, 0.3231], [1.4764, 1.3706, 0.9286], [2.7665, 1.0549, 0.9719], [3.2038, -0.1057, 0.3797], [2.3665, -0.9835, -0.2348], [0.9471, -0.6980, -0.2701], [0.0216, -1.5904, -0.8579], [-1.3268, -1.2420, -0.8603], [-2.6625, -2.6439, -1.7199], [-4.2748, -0.6896, -0.2216], [-3.6981, 1.0672, 1.0714], [-1.2296, 1.8482, 0.7172], [1.1389, 2.2952, 1.4065], [3.4175, 1.6757, 1.4450], [4.2726, -0.3258, 0.4388], [2.7546, -1.8938, -0.6968], [0.3237, -2.5517, -1.2893]], "forces_ev_per_angstrom": [[0.19, -0.08, 0.11], [-0.21, 0.24, -0.46], [-1.11, -0.21, 0.28], [0.17, -0.94, -0.43], [-0.04, 0.11, -0.13], [-0.47, 0.25, 0.20], [-0.78, -0.41, -0.40], [1.01, -0.66, -0.09], [-0.94, 0.55, 0.18], [0.88, -0.15, -0.01], [-0.85, 0.30, 0.06], [0.77, 0.13, 0.23], [0.44, 0.58, 0.26], [0.40, 0.23, 0.29], [0.26, -0.32, -0.20], [0.32, -0.40, -0.10], [0.38, -0.27, -0.16], [-0.04, -0.19, -0.16], [-0.39, 0.34, 0.06], [-0.07, 0.37, 0.24], [0.11, 0.53, 0.22]]}

---

{"formula": "C9H8N2", "method": "ωB97M-V/def2-TZVPD", "fmax_ev_per_a": 6.217, "de_lowest_kcal_mol": 26.0, "gap_ha": 0.328, "homo_energy_ev": -8.102, "e_lumo_ev": 0.8350, "symbols": ["C", "C", "C", "C", "C", "C", "C", "C", "C", "H", "H", "H", "H", "H", "H", "H", "H", "N", "N"], "xyz": [[0.9313, -1.3634, 1.1476], [0.6645, -2.0431, -0.0332], [-0.0245, -1.4469, -0.9326], [-0.3343, -0.0649, -0.8536], [-0.8836, 0.7060, -1.9276], [-1.2702, 1.9111, -1.7125], [-1.0212, 2.4790, -0.4852], [-0.4171, 1.9210, 0.5674], [-0.1421, 0.5616, 0.4330], [1.6075, -1.4030, 2.8377], [1.4876, -3.0561, 2.1624], [1.0197, -3.0632, -0.2278], [-0.1024, -1.7968, -1.9399], [-0.9591, 0.2286, -2.8427], [-1.7812, 2.4092, -2.6004], [-1.0396, 3.6532, -0.3653], [-0.0028, 2.4133, 1.4429], [1.5856, -2.0570, 2.0856], [0.5221, -0.1355, 1.3878]], "forces_ev_per_angstrom": [[-1.23, 0.27, -0.65], [1.48, -3.15, 1.32], [-1.20, 3.43, -4.42], [-0.93, 0.94, 1.44], [1.72, -4.90, 1.70], [-2.38, 3.87, -2.16], [0.17, 6.14, 0.99], [0.58, -1.31, 0.74], [1.23, -2.07, -1.74], [0.48, -0.69, 1.60], [-0.01, 0.35, 0.26], [-0.01, 0.40, 0.43], [-0.43, -0.92, -0.39], [-0.34, -0.82, -1.82], [0.82, -0.01, 1.64], [-0.66, -2.29, -0.58], [-0.52, 0.25, -0.16], [0.85, 0.80, 0.86], [0.39, -0.28, 0.93]]}

---

{"formula": "C9H8N2", "method": "ωB97M-V/def2-TZVPD", "fmax_ev_per_a": 5.066, "de_lowest_kcal_mol": 38.8, "gap_ha": 0.301, "homo_energy_ev": -7.695, "e_lumo_ev": 0.5016, "symbols": ["C", "C", "C", "C", "C", "C", "C", "C", "C", "H", "H", "H", "H", "H", "H", "H", "H", "N", "N"], "xyz": [[-1.2497, 0.7031, -0.1149], [-2.1866, -0.3815, 0.0651], [-1.6844, -1.7522, -0.0698], [-0.3706, -1.9842, -0.0931], [0.6040, -1.0101, -0.1242], [2.0033, -1.2772, 0.0531], [2.4997, 1.0131, -0.0429], [1.1357, 1.3527, 0.0073], [0.1679, 0.2826, -0.1742], [-2.3122, 2.5662, 0.3655], [-0.8676, 2.6868, -0.2499], [-3.2879, -0.1907, 0.4011], [-2.3224, -2.5151, -0.0101], [0.0387, -3.0362, -0.1068], [2.2996, -2.2153, 0.2516], [3.2818, 1.6766, -0.3569], [0.8980, 2.3916, 0.1844], [-1.5751, 2.0200, -0.0418], [2.9279, -0.3302, 0.0565]], "forces_ev_per_angstrom": [[-1.31, -3.85, 1.26], [0.37, 0.89, -0.18], [0.59, 4.98, 0.73], [1.46, -3.65, -0.60], [0.82, 0.11, 0.21], [-0.90, 4.74, -0.51], [-1.71, -2.26, -0.37], [2.12, -1.54, -0.71], [-0.56, 4.59, 1.11], [-0.81, -1.32, 0.23], [0.66, -0.06, -0.31], [2.16, -0.31, -1.03], [-2.57, -2.86, 0.20], [-0.82, 1.00, 0.01], [1.12, -3.39, 0.47], [0.24, 0.59, 0.75], [-0.16, -0.05, -0.38], [0.50, 1.58, -0.45], [-1.21, 0.79, -0.45]]}

---

{"formula": "C9H8N2O4", "method": "ωB97M-V/def2-TZVPD", "fmax_ev_per_a": 5.961, "de_lowest_kcal_mol": 83.4, "gap_ha": 0.342, "homo_energy_ev": -9.203, "e_lumo_ev": 0.1152, "symbols": ["C", "C", "C", "C", "C", "C", "C", "C", "C", "N", "N", "O", "O", "O", "O", "H", "H", "H", "H", "H", "H", "H", "H"], "xyz": [[-2.7636, -0.7494, 0.5153], [-2.7621, 0.5909, 0.9659], [-1.6387, -1.2836, -0.0272], [-1.5768, 1.2917, 0.9350], [-0.5481, -0.5015, -0.2625], [-0.5023, 0.7729, 0.2510], [1.7953, 1.2403, -0.3433], [0.6769, -0.8372, -1.1028], [1.9412, -0.3268, -0.4083], [0.6815, 1.5563, 0.1529], [2.1208, -0.9005, 0.9199], [2.6770, 1.9920, -0.7072], [2.2561, -2.1053, 0.9556], [2.1272, -0.1984, 1.8907], [0.5224, -0.2367, -2.3296], [-3.6674, -1.3530, 0.7044], [-3.7113, 1.0827, 1.1958], [-1.6283, -2.2741, -0.4015], [-1.6757, 2.2702, 1.4955], [0.6884, -1.8896, -1.3866], [2.9518, -0.5169, -0.8371], [0.7558, 2.4137, 0.6424], [1.2799, -0.0376, -2.8183]], "forces_ev_per_angstrom": [[-1.79, 0.87, 1.40], [-0.36, -1.40, -0.89], [0.04, -0.42, -0.77], [-1.56, 1.80, 1.10], [1.91, 0.85, -0.51], [0.92, 0.97, 1.17], [4.53, -3.27, -2.08], [0.14, -2.06, 0.16], [1.17, 1.47, -1.34], [-4.73, 1.47, 1.90], [-0.41, -1.14, 0.80], [0.09, -0.09, 0.33], [0.05, -0.38, -0.27], [0.07, 0.93, 0.71], [-2.69, 1.38, -0.47], [0.56, 0.30, -0.45], [0.49, -0.27, 0.55], [-0.05, -0.94, -0.18], [0.98, -0.90, -1.17], [0.36, -0.48, 1.14], [-1.05, -0.14, -0.52], [-0.82, 1.19, 0.23], [2.16, 0.24, -0.82]]}